No. 1
{
  "formula": "C6H16N4",
  "method": "ωB97M-V with the def2-TZVPD basis set",
  "homo_ev": -7.398,
  "total_charge": 0,
  "de_lowest_kcal_mol": 26.25,
  "symbols": ["C", "C", "C", "C", "N", "C", "C", "N", "N", "N", "H", "H", "H", "H", "H", "H", "H", "H", "H", "H", "H", "H", "H", "H", "H", "H"],
  "positions_angstrom": [[-1.19351, -0.88735, -0.77689], [0.73247, 2.42204, 0.29126], [-1.98207, 0.41257, -0.80080], [-1.67924, -1.82407, 0.32235], [0.34132, 1.06983, 0.65783], [1.09250, 0.05217, 0.00030], [0.45999, -0.88161, -0.72395], [0.31747, 0.95182, 2.08720], [2.52564, 0.04375, 0.11645], [1.16691, -1.96914, -1.22349], [-1.34586, -1.38608, -1.73892], [-0.62240, 0.66879, 2.35683], [0.95647, 0.23394, 2.43390], [2.82104, 0.56249, 0.94015], [2.97572, 0.47012, -0.68949], [2.17021, -1.87739, -1.12830], [0.79651, -2.40614, -2.05442], [0.54915, 2.55504, -0.77038], [0.10098, 3.10666, 0.83790], [1.78348, 2.64333, 0.49347], [-1.62961, 1.06670, -1.60841], [-1.52394, -1.37551, 1.30078], [-3.03731, 0.17845, -0.96543], [-1.90289, 0.96045, 0.14596], [-1.13191, -2.75991, 0.28440], [-2.74112, -2.03095, 0.21169]]
}

=====

No. 2
{
  "formula": "C6H16N4O3",
  "method": "ωB97M-V with the def2-TZVPD basis set",
  "homo_ev": -15.425,
  "total_charge": 2,
  "de_lowest_kcal_mol": 87.66,
  "symbols": ["C", "C", "C", "C", "C", "C", "N", "N", "N", "N", "O", "O", "O", "H", "H", "H", "H", "H", "H", "H", "H", "H", "H", "H", "H", "H", "H", "H", "H"],
  "positions_angstrom": [[-1.74740, -0.18098, 0.24954], [-0.71004, -0.43993, 1.03370], [0.59992, -0.87218, 0.38282], [1.32923, 0.23857, -1.66557], [-0.08214, 0.59177, -2.18576], [1.52418, 1.41541, 0.51933], [1.39400, 0.16598, -0.22885], [-3.02310, 0.22243, 0.98358], [1.44830, -1.50029, 1.46485], [-0.68311, -0.26132, -2.95158], [-0.54465, -0.37485, 2.44839], [1.66567, -0.97913, -2.24585], [-0.53217, 1.74166, -1.84724], [0.39716, -1.61835, -0.39014], [1.99092, 1.05642, -1.98472], [1.64138, 2.25762, -0.15306], [0.64326, 1.59679, 1.13348], [2.40314, 1.37039, 1.16354], [-3.77983, 0.28094, 0.29636], [-2.92861, 1.13579, 1.44466], [2.40695, -1.14180, 1.41970], [1.45913, -2.52323, 1.42940], [0.97961, -1.18129, 2.35121], [-0.18605, -1.11939, -3.18403], [-1.60383, -0.11294, -3.35068], [-3.30169, -0.47027, 1.68901], [-1.37951, -0.41368, 2.92076], [2.62281, -1.09056, -2.30689], [-1.41644, 1.98482, -2.18251]]
}

=====

No. 3
{
  "formula": "C6H16N7O",
  "method": "ωB97M-V with the def2-TZVPD basis set",
  "homo_ev": [-9.534, -9.889],
  "total_charge": 1,
  "de_lowest_kcal_mol": 119.57,
  "symbols": ["C", "C", "C", "C", "C", "C", "N", "N", "N", "N", "N", "N", "N", "O", "H", "H", "H", "H", "H", "H", "H", "H", "H", "H", "H", "H", "H", "H", "H", "H"],
  "positions_angstrom": [[-0.72164, 1.81247, 0.16918], [1.33808, 2.15458, 1.34271], [1.20329, 0.85002, -0.69452], [-1.44816, -3.50976, -0.13091], [-1.13962, -1.66914, -1.77039], [-0.96447, -2.06667, -0.31589], [-0.16585, 1.33072, -0.86950], [-0.03113, 2.00324, 1.36993], [1.92595, 1.56426, 0.31919], [-1.97874, 2.28692, 0.16173], [1.85446, 3.08356, 2.27518], [0.96683, -1.13635, 0.76800], [0.52609, -2.06142, 0.09471], [1.88461, 0.63800, -1.83785], [-2.49472, -3.51280, -0.30438], [-0.83662, -4.13207, -0.90476], [-1.21077, -4.03875, 0.71929], [-2.11779, -1.67868, -1.99437], [-0.67840, -2.31725, -2.49235], [-0.76886, -0.64116, -1.88574], [-1.43932, -1.31868, 0.38769], [-0.56333, 2.47626, 2.11613], [2.90482, 1.48412, 0.08620], [-2.33069, 2.51444, -0.76437], [-2.19501, 3.05241, 0.86495], [1.43836, 3.16568, 3.22786], [2.81612, 3.03411, 2.21313], [2.02640, -1.33745, 0.95819], [0.99834, -2.71153, -0.53251], [1.20178, 0.68091, -2.57652]]
}

=====

> What is the formula in the first record?

C6H16N4